{
  "formula": "C39H99Br2ClIN3O12PS10",
  "method": "ωB97M-V/def2-TZVPD",
  "symbols": ["C", "C", "C", "N", "C", "C", "Br", "C", "C", "Br", "C", "C", "I", "C", "C", "C", "C", "P", "O", "Cl", "N", "C", "C", "C", "C", "N", "C", "O", "C", "H", "H", "H", "H", "H", "H", "H", "H", "H", "H", "H", "H", "H", "H", "H", "H", "H", "H", "H", "H", "H", "H", "H", "H", "H", "H", "H", "H", "H", "H", "H", "H", "H", "H", "H", "H", "H", "H", "H", "C", "S", "O", "C", "H", "H", "H", "H", "H", "H", "C", "S", "O", "C", "H", "H", "H", "H", "H", "H", "C", "S", "O", "C", "H", "H", "H", "H", "H", "H", "C", "S", "O", "C", "H", "H", "H", "H", "H", "H", "C", "S", "O", "C", "H", "H", "H", "H", "H", "H", "C", "S", "O", "C", "H", "H", "H", "H", "H", "H", "C", "S", "O", "C", "H", "H", "H", "H", "H", "H", "C", "S", "O", "C", "H", "H", "H", "H", "H", "H", "C", "S", "O", "C", "H", "H", "H", "H", "H", "H", "C", "S", "O", "C", "H", "H", "H", "H", "H", "H"],
  "positions_angstrom": [[-3.5659, -3.4266, -0.6195], [-3.2866, -2.0169, -1.1516], [-2.3332, -1.2274, -0.2366], [-1.3097, -0.5357, -1.0226], [0.0344, -0.3064, -0.5421], [0.8794, -1.6566, -0.6829], [2.5798, -1.6932, -1.6302], [-0.0020, -2.8050, -1.2016], [-0.2153, -2.9494, -2.6988], [0.7130, -4.5057, -0.5120], [-0.1318, 0.1520, 0.9360], [0.9224, 0.1360, 2.1179], [3.0368, -0.1618, 1.8288], [0.7446, 1.2981, 3.0920], [1.4503, 1.1176, 4.4351], [-0.9093, 1.4805, 0.7270], [-0.5593, 2.0261, -0.6540], [-2.0744, 2.5810, -1.6626], [-3.3084, 1.7664, -1.0707], [-2.2048, 4.2670, -0.4516], [0.4268, 1.0367, -1.2816], [0.2356, 1.1006, -2.7821], [1.1833, 0.4336, -3.7615], [2.5890, 0.9854, -3.9035], [3.3853, 0.2125, -4.9838], [4.7561, -0.1515, -4.6323], [1.7821, 1.5869, -0.8878], [1.9846, 2.7432, -1.6141], [2.5758, 3.7956, -0.8678], [-2.6436, -3.9219, -0.2994], [-4.2530, -3.4073, 0.2269], [-4.0255, -4.0404, -1.3973], [-2.9018, -2.0680, -2.1741], [-4.2294, -1.4661, -1.2154], [-2.9178, -0.5339, 0.3701], [-1.8806, -1.9406, 0.4651], [-1.3391, -0.8492, -1.9750], [1.1487, -1.9189, 0.3418], [-0.9356, -2.8050, -0.6521], [-1.0896, -3.5788, -2.8812], [-0.3882, -1.9985, -3.2002], [0.6392, -3.4377, -3.1671], [-0.8696, -0.5391, 1.3437], [0.6852, -0.7645, 2.6921], [1.1069, 2.2166, 2.6101], [-0.3213, 1.4297, 3.2686], [0.8416, 1.5762, 5.2171], [1.5735, 0.0645, 4.6959], [2.4270, 1.6025, 4.4566], [-1.9664, 1.2461, 0.7813], [-0.7266, 2.2357, 1.4788], [-0.0298, 2.9715, -0.5318], [-3.6266, 1.9684, -0.1464], [0.2025, 2.1616, -3.0331], [-0.7817, 0.7491, -2.9619], [1.2139, -0.6532, -3.6669], [0.6911, 0.6252, -4.7233], [2.5335, 2.0224, -4.2331], [3.1871, 0.9566, -2.9935], [3.4382, 0.8388, -5.8751], [2.8659, -0.7162, -5.2333], [4.7769, -0.9442, -4.0051], [5.1870, 0.6283, -4.1491], [1.7396, 1.7896, 0.1874], [2.5333, 0.8327, -1.0820], [3.4615, 3.4501, -0.3325], [1.8642, 4.2207, -0.1506], [2.8692, 4.5555, -1.5861], [-5.4876, 4.2286, 0.6098], [-5.1443, 3.0603, 1.9204], [-4.1689, 2.0587, 1.3556], [-6.7571, 2.2854, 1.9114], [-4.5835, 4.7987, 0.4260], [-5.7676, 3.6737, -0.2859], [-6.2899, 4.9023, 0.9068], [-6.9527, 1.8716, 0.9229], [-7.5017, 3.0346, 2.1760], [-6.7528, 1.4909, 2.6548], [-5.8736, -6.5247, -0.4004], [-6.7477, -4.9700, -0.2863], [-6.3097, -4.3265, 0.9904], [-8.3707, -5.6601, 0.0314], [-4.8187, -6.3086, -0.5480], [-5.9901, -7.0806, 0.5271], [-6.2597, -7.0929, -1.2473], [-8.3251, -6.2775, 0.9279], [-8.6845, -6.2488, -0.8301], [-9.0581, -4.8310, 0.1821], [-4.1576, 1.3076, 6.8095], [-2.9540, 0.4307, 5.8111], [-1.6143, 0.6613, 6.4185], [-3.0804, 1.5227, 4.3884], [-4.2131, 0.7992, 7.7695], [-3.8306, 2.3380, 6.9475], [-5.1282, 1.2668, 6.3163], [-2.8364, 2.5427, 4.6881], [-4.0861, 1.4692, 3.9757], [-2.3746, 1.1702, 3.6405], [6.4330, 4.6882, -5.8379], [6.5601, 3.0517, -5.1152], [5.5759, 2.9909, -3.9883], [8.1679, 3.2844, -4.3715], [5.4562, 4.7644, -6.3109], [6.5294, 5.4387, -5.0536], [7.2157, 4.8072, -6.5861], [8.1390, 4.1315, -3.6875], [8.9148, 3.4488, -5.1469], [8.4157, 2.3779, -3.8273], [-0.8147, -2.5614, 7.9215], [-2.1209, -3.1907, 6.8678], [-3.3524, -3.2658, 7.6941], [-1.4877, -4.8668, 6.7322], [-1.0618, -1.5272, 8.1523], [-0.7701, -3.1580, 8.8323], [0.1318, -2.5978, 7.3825], [-1.4066, -5.3029, 7.7275], [-0.5184, -4.8525, 6.2334], [-2.2012, -5.4330, 6.1385], [-1.8143, -7.3540, 3.3803], [-3.5521, -7.2912, 2.9357], [-3.6255, -7.5920, 1.4775], [-3.7416, -5.5145, 3.0909], [-1.4899, -8.3885, 3.2928], [-1.2410, -6.7253, 2.6986], [-1.6956, -7.0202, 4.4099], [-3.0225, -5.0258, 2.4323], [-3.5801, -5.2242, 4.1300], [-4.7522, -5.2542, 2.7786], [1.8460, 4.0970, -7.9198], [1.2918, 4.0338, -6.2167], [0.8455, 2.6333, -5.9680], [-0.1934, 5.0121, -6.4498], [2.7469, 3.4913, -7.9914], [1.0700, 3.6886, -8.5664], [2.0712, 5.1295, -8.1861], [-0.8217, 4.5402, -7.2046], [0.0852, 6.0214, -6.7516], [-0.7171, 5.0453, -5.4967], [1.1733, -8.9676, 2.5683], [0.7952, -7.2775, 2.0989], [0.4328, -6.5520, 3.3446], [-0.7480, -7.6512, 1.2591], [2.0892, -8.9453, 3.1542], [0.3550, -9.3632, 3.1692], [1.3234, -9.5672, 1.6708], [-1.4260, -8.1437, 1.9557], [-0.5473, -8.2872, 0.3971], [-1.1750, -6.7071, 0.9270], [1.4740, 9.2641, -1.3063], [-0.2643, 8.8207, -1.4041], [-1.0077, 9.8124, -0.5939], [-0.1400, 7.3361, -0.3976], [1.5973, 10.2054, -1.8369], [1.7547, 9.3879, -0.2608], [2.0751, 8.4903, -1.7846], [0.2640, 7.5942, 0.5816], [0.4960, 6.6068, -0.9012], [-1.1434, 6.9345, -0.2905], [8.7304, 1.9549, -0.9153], [9.8993, 3.3173, -0.7929], [10.4693, 3.5189, -2.1498], [11.1177, 2.4159, 0.1681], [7.8885, 2.2904, -1.5181], [9.2189, 1.1026, -1.3881], [8.3802, 1.6943, 0.0833], [11.4410, 1.5397, -0.3931], [10.6810, 2.1283, 1.1240], [11.9605, 3.0830, 0.3342]],
  "spin_multiplicity": 1,
  "charge": 1,
  "energy_ha": -12841.04896
}